# 1
{"formula": "C32H28BBr4F2N5O2SeSiSr", "method": "ωB97M-V/def2-TZVPD", "homo_lumo_gap_ev": 5.23, "relative_energy_kj_mol": 0.0, "homo_energy_ha": -0.0462, "max_force_ev_per_a": 0.58, "multiplicity": 1, "charge": -2, "species": ["Sr", "Br", "C", "C", "Br", "C", "Br", "C", "O", "C", "O", "C", "Br", "N", "C", "C", "C", "C", "C", "N", "C", "C", "C", "C", "C", "N", "H", "H", "H", "H", "H", "H", "H", "H", "H", "F", "B", "F", "C", "Si", "C", "C", "C", "C", "C", "C", "C", "H", "H", "H", "H", "H", "H", "H", "H", "H", "H", "H", "C", "N", "C", "Se", "N", "C", "C", "C", "C", "C", "C", "H", "H", "H", "H", "H", "H", "H", "H"], "positions_angstrom": [[-0.756, 0.680, -0.298], [6.088, 3.485, 0.392], [4.204, 3.266, 0.478], [3.408, 4.179, 1.140], [4.188, 5.687, 1.994], [2.013, 4.003, 1.163], [0.877, 5.201, 2.097], [1.364, 2.931, 0.525], [0.092, 2.759, 0.545], [2.210, 1.973, -0.165], [1.640, 0.952, -0.754], [3.589, 2.169, -0.160], [4.609, 0.857, -1.085], [-0.064, -0.700, 3.983], [0.983, -1.162, 3.189], [1.890, -2.033, 3.814], [2.949, -2.526, 3.084], [3.092, -2.139, 1.761], [2.145, -1.279, 1.233], [1.097, -0.800, 1.919], [-1.049, 0.258, 3.793], [-1.943, 0.461, 4.860], [-2.929, 1.409, 4.729], [-3.001, 2.154, 3.558], [-2.069, 1.889, 2.576], [-1.117, 0.953, 2.670], [-0.105, -1.142, 4.882], [1.754, -2.305, 4.855], [3.659, -3.200, 3.549], [3.904, -2.487, 1.138], [2.223, -0.944, 0.207], [-1.861, -0.138, 5.760], [-3.643, 1.565, 5.529], [-3.757, 2.911, 3.406], [-2.053, 2.478, 1.663], [-1.454, 0.709, -4.215], [-1.728, 1.439, -3.070], [-2.398, 2.572, -3.473], [-2.056, -3.241, 1.672], [-2.891, -1.817, 0.666], [-3.730, -2.859, -0.725], [-4.408, -1.445, 1.796], [-5.647, -1.033, 1.280], [-6.719, -0.702, 2.099], [-6.594, -0.767, 3.483], [-5.380, -1.173, 4.025], [-4.317, -1.505, 3.193], [-2.786, -3.979, 2.034], [-1.478, -2.880, 2.531], [-1.348, -3.748, 1.008], [-4.443, -3.598, -0.333], [-2.938, -3.392, -1.264], [-4.249, -2.236, -1.461], [-5.773, -0.961, 0.203], [-7.659, -0.388, 1.655], [-7.428, -0.508, 4.126], [-5.258, -1.230, 5.104], [-3.381, -1.819, 3.648], [-0.245, -2.618, -4.952], [0.715, -1.664, -4.451], [1.143, -1.578, -3.156], [0.825, -2.792, -1.801], [1.907, -0.472, -3.060], [1.944, 0.183, -4.278], [2.558, 1.363, -4.662], [2.399, 1.751, -5.986], [1.655, 0.986, -6.884], [1.035, -0.195, -6.491], [1.195, -0.576, -5.171], [-0.354, -3.404, -4.210], [0.108, -3.041, -5.894], [-1.208, -2.129, -5.107], [2.169, -0.004, -2.154], [3.114, 1.955, -3.946], [2.851, 2.675, -6.326], [1.545, 1.329, -7.905], [0.428, -0.770, -7.180]]}

=====

# 2
{"formula": "C32H28BF6NO3S", "method": "ωB97M-V/def2-TZVPD", "homo_lumo_gap_ev": 4.40, "relative_energy_kj_mol": 30.6, "homo_energy_ha": -0.2460, "max_force_ev_per_a": 3.89, "multiplicity": 1, "species": ["C", "C", "C", "C", "C", "B", "C", "C", "C", "C", "F", "F", "F", "C", "C", "C", "F", "F", "F", "C", "O", "C", "C", "O", "S", "H", "H", "H", "H", "H", "H", "H", "H", "H", "H", "H", "H", "C", "O", "C", "C", "C", "C", "C", "C", "C", "C", "C", "C", "C", "C", "N", "C", "C", "C", "C", "H", "H", "H", "H", "H", "H", "H", "H", "H", "H", "H", "H", "H", "H", "H", "H"], "positions_angstrom": [[-1.111, 3.777, -5.084], [-0.247, 2.895, -4.261], [0.800, 3.265, -3.444], [1.425, 2.148, -2.772], [0.842, 0.939, -3.074], [1.325, -0.602, -2.618], [0.585, -0.600, -1.183], [-0.666, -1.165, -1.030], [-1.291, -1.117, 0.215], [-2.661, -1.709, 0.373], [-3.356, -1.162, 1.414], [-3.417, -1.555, -0.754], [-2.597, -3.061, 0.618], [-0.668, -0.543, 1.313], [0.611, -0.033, 1.144], [1.375, 0.500, 2.318], [2.672, 0.032, 2.313], [1.448, 1.864, 2.327], [0.829, 0.117, 3.514], [1.228, -0.031, -0.106], [0.848, -1.503, -3.631], [1.909, -1.566, -4.593], [3.130, -0.855, -3.959], [2.760, -0.500, -2.629], [-0.445, 1.156, -4.223], [-0.737, 4.805, -5.036], [-1.112, 3.451, -6.131], [-2.146, 3.765, -4.719], [1.113, 4.303, -3.329], [2.259, 2.267, -2.090], [-1.173, -1.629, -1.872], [-1.164, -0.500, 2.276], [2.211, 0.415, -0.229], [2.125, -2.630, -4.787], [1.605, -1.075, -5.534], [3.998, -1.526, -3.905], [3.406, 0.038, -4.547], [-0.293, -3.512, 4.318], [-0.621, -4.077, 3.027], [0.316, -4.019, 2.044], [1.508, -3.267, 2.154], [2.165, -2.893, 1.002], [1.823, -3.418, -0.264], [2.649, -3.133, -1.413], [4.040, -3.277, -1.325], [4.959, -3.523, -2.450], [4.773, -3.844, -3.784], [5.900, -4.091, -4.593], [7.195, -4.119, -4.050], [7.393, -3.895, -2.677], [6.272, -3.599, -1.921], [6.173, -3.504, -0.529], [7.286, -3.691, 0.384], [4.873, -3.333, -0.168], [0.655, -4.234, -0.337], [-0.039, -4.577, 0.789], [-1.128, -3.809, 4.952], [0.652, -3.916, 4.707], [-0.239, -2.416, 4.255], [1.860, -2.926, 3.133], [2.965, -2.153, 1.061], [2.193, -3.226, -2.399], [3.756, -3.900, -4.179], [5.767, -4.261, -5.661], [8.050, -4.337, -4.686], [8.376, -3.937, -2.203], [8.217, -3.652, -0.184], [7.287, -2.903, 1.146], [7.230, -4.663, 0.897], [4.602, -3.305, 0.879], [0.321, -4.585, -1.318], [-0.914, -5.228, 0.766]]}

=====

# 3
{"formula": "C32H28Cl2N4NaO4", "method": "ωB97M-V/def2-TZVPD", "homo_lumo_gap_ev": 6.28, "relative_energy_kj_mol": 52.8, "homo_energy_ha": -0.1518, "max_force_ev_per_a": 4.00, "multiplicity": 1, "charge": -1, "species": ["Na", "C", "C", "C", "C", "C", "C", "N", "N", "C", "C", "C", "C", "C", "C", "H", "H", "H", "H", "H", "H", "H", "H", "H", "O", "C", "C", "C", "C", "C", "C", "N", "H", "H", "H", "H", "H", "H", "H", "Cl", "C", "C", "C", "C", "C", "Cl", "C", "N", "C", "C", "C", "C", "C", "C", "C", "C", "O", "O", "H", "H", "H", "H", "H", "H", "H", "H", "H", "H", "O", "H", "H"], "positions_angstrom": [[0.452, 1.211, 0.682], [0.012, 2.911, 6.264], [-0.388, 4.046, 5.570], [-0.318, 4.091, 4.196], [0.171, 2.993, 3.470], [0.579, 1.858, 4.185], [0.491, 1.816, 5.558], [0.222, 2.915, 2.103], [-0.058, 3.995, 1.456], [-0.046, 3.946, 0.108], [-0.970, 4.792, -0.535], [-0.962, 4.940, -1.902], [-0.061, 4.216, -2.668], [0.777, 3.303, -2.039], [0.891, 3.199, -0.662], [-0.049, 2.878, 7.345], [-0.771, 4.902, 6.115], [-0.637, 4.967, 3.650], [0.977, 1.030, 3.624], [0.793, 0.920, 6.085], [-1.741, 5.258, 0.064], [-1.678, 5.601, -2.375], [-0.020, 4.361, -3.742], [1.422, 2.691, -2.664], [3.139, 0.579, 2.080], [3.070, -0.719, 2.587], [1.660, -1.231, 2.781], [1.282, -1.863, 3.962], [-0.016, -2.325, 4.083], [-0.892, -2.144, 3.023], [-0.424, -1.489, 1.892], [0.816, -1.052, 1.775], [3.080, 0.556, 1.100], [3.577, -0.711, 3.559], [3.600, -1.427, 1.931], [1.989, -1.977, 4.771], [-0.337, -2.813, 4.996], [-1.911, -2.499, 3.071], [-1.062, -1.308, 1.043], [-0.930, -3.643, -0.819], [0.240, -4.000, -2.037], [0.932, -5.198, -1.988], [1.911, -5.469, -2.929], [2.213, -4.535, -3.903], [1.511, -3.346, -3.945], [1.872, -2.190, -5.170], [0.489, -3.047, -3.035], [-0.198, -1.846, -3.159], [-1.577, -1.776, -3.206], [-2.335, -2.879, -3.598], [-3.708, -2.787, -3.727], [-4.353, -1.591, -3.468], [-3.603, -0.485, -3.103], [-2.224, -0.547, -2.983], [-1.445, 0.683, -2.634], [-0.696, 0.480, -1.305], [-1.284, 0.720, -0.251], [0.484, 0.052, -1.383], [0.712, -5.906, -1.205], [2.449, -6.404, -2.896], [2.981, -4.723, -4.637], [0.264, -1.041, -2.704], [-1.835, -3.817, -3.801], [-4.272, -3.657, -4.028], [-5.429, -1.517, -3.558], [-4.098, 0.456, -2.907], [-2.113, 1.533, -2.518], [-0.711, 0.904, -3.411], [3.045, 0.872, -0.641], [2.823, 1.815, -0.616], [2.229, 0.472, -0.978]]}